1.
Formula: C31H40N9O6STa
Source: OMol25
Level of theory: ωB97M-V/def2-TZVPD

Structure (ORCA input):
```
! RIJCOSX wB97M-V def2-TZVPD def2/J DEFGRID3
* xyz 4 1
Ta -1.060 -1.015 0.212
C -2.795 1.620 3.318
C -1.919 0.822 2.436
N -2.295 0.353 1.287
C -3.647 0.622 0.732
C -3.818 -0.029 -0.657
N -2.477 -0.211 -1.325
C -2.518 -0.978 -2.618
C -2.286 -2.447 -2.372
N -1.185 -2.659 -1.367
C 0.170 -3.069 -1.891
C 1.238 -2.045 -1.540
N 0.986 -1.508 -0.182
C 1.874 -1.386 0.754
C 3.287 -1.822 0.691
C 1.359 -0.690 1.975
C 2.043 -0.511 3.169
C 1.408 0.177 4.193
C 0.114 0.680 4.010
C -0.519 0.448 2.807
N 0.113 -0.232 1.832
H -3.696 1.047 3.564
H -3.136 2.520 2.793
H -2.313 1.924 4.240
H -3.792 1.704 0.689
H -4.411 0.231 1.405
H -4.462 0.602 -1.268
H -4.284 -1.002 -0.556
H -2.170 0.719 -1.592
H -1.745 -0.558 -3.263
H -3.477 -0.827 -3.114
H -2.054 -2.951 -3.309
H -3.182 -2.917 -1.968
H -1.497 -3.460 -0.828
H 0.136 -3.214 -2.969
H 0.418 -4.028 -1.439
H 1.187 -1.199 -2.231
H 2.216 -2.509 -1.636
H 3.657 -1.949 -0.322
H 3.362 -2.787 1.209
H 3.936 -1.122 1.215
H 3.039 -0.912 3.309
H 1.911 0.324 5.141
H -0.371 1.227 4.808
C 4.209 4.777 -5.451
C 4.587 5.079 -4.003
S 3.931 3.906 -2.848
O 3.560 2.661 -3.505
O 4.802 3.815 -1.697
C 2.360 4.562 -2.242
C 2.103 3.973 -0.846
N 0.955 3.021 -0.790
C 1.080 1.680 -0.738
N -0.136 1.092 -0.536
C -1.032 2.157 -0.472
C -0.364 3.311 -0.602
N -0.962 4.636 -0.665
O -0.267 5.540 -1.056
O -2.125 4.681 -0.324
C 2.416 1.062 -0.951
H 4.693 5.513 -6.091
H 3.135 4.850 -5.617
H 4.557 3.792 -5.749
H 4.229 6.053 -3.667
H 5.660 5.013 -3.817
H 1.618 4.244 -2.972
H 2.382 5.649 -2.204
H 1.910 4.762 -0.127
H 2.977 3.429 -0.495
H -2.087 2.090 -0.304
H 3.048 1.163 -0.062
H 2.938 1.570 -1.770
H 2.336 0.022 -1.218
O -2.928 -2.197 0.820
C -2.223 -2.989 1.526
N -0.908 -2.669 1.436
C -0.139 -3.640 2.194
O 1.050 -3.595 2.292
C -1.162 -4.573 2.745
C -0.993 -5.702 3.505
C -2.153 -6.399 3.878
C -3.423 -5.969 3.501
C -3.594 -4.830 2.718
C -2.446 -4.146 2.343
H -0.013 -6.046 3.810
H -2.056 -7.298 4.474
H -4.291 -6.531 3.822
H -4.581 -4.502 2.417
*
```

Results
highest occupied orbital energy = -18.76 eV
E = -2603.3921 Ha
gap between HOMO and LUMO = 5.16 eV

2.
Formula: C4H7NO
Source: OMol25
Level of theory: ωB97M-V/def2-TZVPD

Structure (ORCA input):
```
! RIJCOSX wB97M-V def2-TZVPD def2/J DEFGRID3
* xyz 0 1
C 0.797 -0.719 -1.247
C 0.144 1.162 0.622
C -0.739 -0.890 -0.837
C 0.302 1.135 1.947
O 1.463 0.052 -0.417
N -1.634 -1.668 -1.023
H -2.586 -1.614 -0.687
H 0.701 -0.369 -2.296
H 1.106 -1.780 -1.244
H 0.250 2.066 0.039
H -0.573 0.371 0.130
H 0.546 2.037 2.496
H 0.224 0.216 2.516
*
```

Results
ΔE to the lowest compared entry with this formula, charge and spin = 142.2 kcal/mol
highest occupied orbital energy (alpha / beta) = -8.17 / -8.17 eV
E = -286.4051 Ha
gap between HOMO and LUMO (alpha / beta) = 7.47 / 7.47 eV

3.
Formula: C2H6F2N2
Source: OMol25
Level of theory: ωB97M-V/def2-TZVPD

Structure (ORCA input):
```
! RIJCOSX wB97M-V def2-TZVPD def2/J DEFGRID3
* xyz 0 1
C 0.631 -1.011 -0.788
C 1.411 2.865 0.898
N -0.101 -1.043 0.310
N -1.033 -0.276 0.705
F 0.645 3.034 -0.248
F 2.473 2.196 0.527
H 0.464 -0.292 -1.531
H 0.955 2.115 1.626
H 1.535 -1.597 -0.995
H 1.603 3.785 1.417
H 0.232 -1.772 0.964
H -1.229 0.508 0.107
*
```

Results
ΔE to the lowest compared entry with this formula, charge and spin = 65.7 kcal/mol
highest occupied orbital energy = -7.84 eV
E = -388.9292 Ha
gap between HOMO and LUMO = 8.85 eV

4.
Formula: C35H35Br2N6O4S3Ti
Source: OMol25
Level of theory: ωB97M-V/def2-TZVPD

Structure (ORCA input):
```
! RIJCOSX wB97M-V def2-TZVPD def2/J DEFGRID3
* xyz 1 1
Ti 1.044 -1.055 -0.175
C 3.570 1.942 0.993
C 2.354 1.197 1.434
N 2.464 -0.058 1.747
N 1.748 -0.562 2.730
C 1.069 -1.622 2.841
S 0.504 -2.634 1.544
S 0.710 -2.077 4.527
C -0.334 -0.649 4.986
C -1.791 -0.859 4.676
C -2.302 -2.116 4.388
C -3.654 -2.291 4.153
C -4.513 -1.208 4.208
C -4.012 0.049 4.501
C -2.659 0.228 4.727
C 1.087 1.888 1.712
C 0.994 3.040 2.477
C -0.246 3.560 2.807
C -1.398 2.935 2.353
C -1.328 1.793 1.572
C -0.088 1.244 1.244
O 0.054 0.146 0.499
H 4.318 1.258 0.599
H 3.989 2.418 1.884
H 3.345 2.727 0.273
H 0.065 0.226 4.469
H -0.184 -0.520 6.060
H -1.639 -2.968 4.364
H -4.033 -3.281 3.950
H -5.570 -1.348 4.042
H -4.684 0.892 4.576
H -2.275 1.209 4.969
H 1.903 3.496 2.840
H -0.317 4.435 3.436
H -2.369 3.333 2.609
H -2.226 1.280 1.261
Br -2.669 -1.289 0.231
C -1.910 -2.453 -1.034
C -2.719 -3.303 -1.773
C -2.126 -4.108 -2.733
C -0.752 -4.040 -2.900
C -0.033 -3.177 -2.089
N -0.598 -2.379 -1.175
C 1.478 -3.039 -2.143
O 2.171 -3.740 -2.839
O 1.870 -2.117 -1.337
H -3.781 -3.327 -1.598
H -2.727 -4.766 -3.342
H -0.227 -4.625 -3.635
Br 4.985 2.345 -4.554
C 3.956 1.560 -3.180
C 2.728 2.102 -2.821
C 2.000 1.475 -1.823
N 2.424 0.376 -1.195
C 3.628 -0.106 -1.514
C 4.431 0.450 -2.492
H 2.339 2.967 -3.333
H 1.049 1.888 -1.499
H 3.972 -0.967 -0.949
H 5.390 0.015 -2.728
C -3.935 3.650 -2.266
C -3.070 2.898 -3.211
C -2.943 3.175 -4.549
C -2.065 2.376 -5.320
N -1.340 1.433 -4.766
C -1.439 1.168 -3.470
S -0.508 -0.024 -2.767
N -2.336 1.882 -2.698
C -1.904 2.558 -6.783
H -4.568 4.361 -2.788
H -3.309 4.195 -1.558
H -4.559 2.968 -1.692
H -3.503 3.972 -5.006
H -2.440 1.613 -1.722
H -2.579 3.307 -7.181
H -2.072 1.606 -7.281
H -0.876 2.837 -7.003
C 3.655 -3.895 2.583
C 4.281 -2.771 1.769
O 3.480 -2.428 0.638
H 4.282 -4.146 3.432
H 3.523 -4.787 1.969
H 2.685 -3.588 2.968
H 5.283 -3.065 1.426
H 4.366 -1.855 2.358
H 3.415 -3.232 0.100
*
```

Results
ΔE to the lowest compared entry with this formula, charge and spin = 89.9 kcal/mol
highest occupied orbital energy = -10.34 eV
E = -9176.1673 Ha
gap between HOMO and LUMO = 6.78 eV

5.
Formula: C11H30BrN2O4
Source: OMol25
Level of theory: ωB97M-V/def2-TZVPD

Structure (ORCA input):
```
! RIJCOSX wB97M-V def2-TZVPD def2/J DEFGRID3
* xyz -1 1
Br -1.975 -0.725 0.256
C -1.433 4.856 1.053
O -0.884 3.607 1.347
C -1.202 3.194 2.660
C -0.674 1.809 2.913
N 0.724 1.630 2.480
C 1.602 2.672 2.985
C 3.044 2.383 2.606
O 3.177 2.422 1.205
C 4.499 2.237 0.804
H -2.526 4.883 1.171
H -1.247 5.068 -0.002
H -0.981 5.651 1.663
H -2.296 3.200 2.768
H -0.819 3.936 3.382
H -1.286 1.056 2.411
H -0.764 1.611 3.998
H 1.045 0.780 2.935
H 1.564 2.807 4.081
H 1.371 3.622 2.498
H 3.383 1.407 2.985
H 3.680 3.171 3.045
H 4.960 1.323 1.210
H 5.128 3.093 1.092
H 4.519 2.113 -0.279
C -4.163 -4.057 1.361
O -4.780 -2.799 1.210
H -3.150 -4.052 0.952
H -4.143 -4.371 2.411
H -4.749 -4.793 0.801
H -4.073 -2.137 1.166
C 0.444 -4.174 -2.152
C 0.627 -3.025 -3.135
C -0.537 -2.060 -3.062
O -0.604 -1.153 -4.164
C -0.970 -1.749 -5.386
N 1.887 -2.328 -2.763
H -0.476 -4.729 -2.336
H 0.448 -3.767 -1.142
H 1.270 -4.880 -2.278
H 0.747 -3.429 -4.148
H -0.466 -1.426 -2.179
H -1.469 -2.639 -2.997
H -2.029 -2.029 -5.349
H -0.335 -2.603 -5.632
H -0.822 -0.994 -6.159
H 2.645 -3.001 -2.832
H 2.087 -1.610 -3.453
*
```

Results
ΔE to the lowest compared entry with this formula, charge and spin = 0.0 kcal/mol
highest occupied orbital energy = -4.01 eV
E = -3421.5894 Ha
gap between HOMO and LUMO = 7.02 eV

6.
Formula: C35H25N8O2Ti
Source: OMol25
Level of theory: ωB97M-V/def2-TZVPD

Structure (ORCA input):
```
! RIJCOSX wB97M-V def2-TZVPD def2/J DEFGRID3
* xyz -1 1
Ti 0.101 0.592 -0.049
O 0.371 1.590 4.069
C 0.419 1.467 2.848
N -0.362 0.758 2.018
C -1.490 0.047 2.470
C -2.110 0.172 3.709
C -3.294 -0.514 3.966
C -3.872 -1.300 2.984
C -3.256 -1.433 1.746
C -2.041 -0.806 1.491
N -1.341 -0.861 0.279
C -1.404 -1.924 -0.563
O -1.112 -1.865 -1.748
C -1.745 -3.302 -0.020
C -2.531 -4.146 -0.798
C -2.807 -5.416 -0.325
C -2.262 -5.808 0.889
C -1.461 -4.906 1.571
N -1.210 -3.673 1.140
C 1.503 2.202 2.091
C 2.455 2.960 2.751
C 3.405 3.623 1.996
C 3.365 3.522 0.613
C 2.382 2.743 0.027
N 1.476 2.094 0.762
H -1.667 0.808 4.458
H -3.771 -0.408 4.933
H -4.812 -1.805 3.170
H -3.729 -2.024 0.973
H -2.897 -3.792 -1.751
H -3.430 -6.094 -0.895
H -2.445 -6.794 1.297
H -0.998 -5.182 2.513
H 2.420 2.996 3.830
H 4.172 4.217 2.478
H 4.086 4.029 -0.012
H 2.305 2.620 -1.045
C 3.655 -1.646 3.204
C 2.369 -2.091 2.934
C 1.744 -1.772 1.738
C 2.395 -0.979 0.789
C 3.692 -0.531 1.067
C 4.313 -0.868 2.259
N 1.694 -0.556 -0.356
C 2.343 -0.451 -1.585
C 3.471 -1.142 -2.007
C 3.978 -0.924 -3.286
C 3.364 -0.019 -4.140
C 2.230 0.677 -3.731
C 1.717 0.454 -2.461
N 0.613 1.071 -1.888
N 0.084 2.124 -2.610
C -0.899 2.631 -1.923
C -1.695 3.727 -2.408
C -2.730 4.184 -1.671
C -3.033 3.584 -0.410
C -2.247 2.565 0.022
N -1.187 2.083 -0.685
H 4.139 -1.895 4.140
H 1.836 -2.692 3.662
H 0.742 -2.129 1.535
H 4.201 0.094 0.343
H 5.315 -0.506 2.457
H 3.949 -1.851 -1.341
H 4.856 -1.470 -3.612
H 3.765 0.145 -5.133
H 1.729 1.384 -4.378
H -1.435 4.145 -3.371
H -3.336 5.006 -2.036
H -3.861 3.924 0.195
H -2.433 2.079 0.973
*
```

Results
ΔE to the lowest compared entry with this formula, charge and spin = 9.0 kcal/mol
highest occupied orbital energy (alpha / beta) = -3.59 / -3.59 eV
E = -2787.0262 Ha
gap between HOMO and LUMO (alpha / beta) = 6.04 / 6.04 eV

7.
Formula: C7H10N4O4
Source: OMol25
Level of theory: ωB97M-V/def2-TZVPD

Structure (ORCA input):
```
! RIJCOSX wB97M-V def2-TZVPD def2/J DEFGRID3
* xyz 0 1
O -1.166 2.654 -1.294
C -0.428 1.666 -1.171
N 0.914 1.742 -1.418
C 1.561 0.713 -2.182
O 1.858 -0.411 -1.426
C 0.902 -1.411 -1.549
C 0.059 -1.621 -0.345
N -0.342 -0.320 0.153
C 0.003 0.070 1.420
C -0.712 1.166 2.290
C -0.876 -0.083 2.696
N -1.565 -0.984 3.485
O -2.577 -1.480 3.114
O -1.110 -1.162 4.579
N -1.013 0.492 -0.670
H 1.165 2.677 -1.618
H 0.984 0.383 -3.046
H 2.493 1.105 -2.252
H 1.388 -2.370 -1.922
H 0.172 -1.198 -2.423
H -0.767 -2.320 -0.495
H 0.702 -1.976 0.522
H 1.134 -0.014 1.597
H -0.750 2.178 2.641
H -2.029 0.503 -0.688
*
```

Results
ΔE to the lowest compared entry with this formula, charge and spin = 75.9 kcal/mol
highest occupied orbital energy = -9.07 eV
E = -792.4469 Ha
gap between HOMO and LUMO = 9.13 eV
SMILES string = O=C1NCOCCN([C@H]2C=C2[N+](=O)[O-])N1

8.
Formula: C5H4NO5
Source: OMol25
Level of theory: ωB97M-V/def2-TZVPD

Structure (ORCA input):
```
! RIJCOSX wB97M-V def2-TZVPD def2/J DEFGRID3
* xyz -1 1
O 1.099 -0.439 1.740
C 0.505 -0.992 0.880
O 0.771 -2.258 0.666
C -0.437 -0.504 -0.042
N -0.994 0.898 -0.067
C -0.661 2.363 -0.107
C -0.353 3.583 0.071
O -0.065 4.724 0.202
C -0.839 -1.240 -1.213
O -0.379 -2.381 -1.568
O -1.765 -0.597 -2.119
H 0.231 -2.663 -0.099
H -1.625 0.746 -0.823
H -1.708 0.900 0.671
H -1.769 -1.130 -2.922
*
```

Results
ΔE to the lowest compared entry with this formula, charge and spin = 57.7 kcal/mol
highest occupied orbital energy = -3.89 eV
E = -623.8387 Ha
gap between HOMO and LUMO = 6.92 eV
SMILES string = O=C(O)/C([NH2+]C#C[O-])=C(\[O-])O

9.
Formula: C5H10O
Source: OMol25
Level of theory: ωB97M-V/def2-TZVPD

Structure (ORCA input):
```
! RIJCOSX wB97M-V def2-TZVPD def2/J DEFGRID3
* xyz 0 1
C 0.107 2.078 0.661
C -0.027 1.111 -0.462
C 0.493 -0.379 -0.259
C 0.065 -1.521 -1.154
C -0.494 -1.304 0.310
O -0.173 -2.397 1.174
H -0.461 1.660 1.541
H -0.419 2.966 0.252
H 1.132 2.416 0.908
H 0.543 1.451 -1.364
H -1.008 0.993 -0.832
H 1.553 -0.390 0.144
H -0.571 -1.210 -2.054
H 0.799 -2.284 -1.388
H -1.517 -1.072 0.468
H -0.022 -2.118 2.054
*
```

Results
ΔE to the lowest compared entry with this formula, charge and spin = 43.4 kcal/mol
highest occupied orbital energy = -9.81 eV
E = -271.6834 Ha
gap between HOMO and LUMO = 10.83 eV
SMILES string = CC[C@@H]1C[C@H]1O

10.
Formula: C25H39N5O3ReSSi
Source: OMol25
Level of theory: ωB97M-V/def2-TZVPD

Structure (ORCA input):
```
! RIJCOSX wB97M-V def2-TZVPD def2/J DEFGRID3
* xyz 2 2
Re -0.553 -0.033 -0.830
C 2.134 3.242 0.449
C 1.554 2.029 -0.191
N 0.311 1.887 -0.513
C -0.624 2.973 -0.162
C -1.756 2.868 -1.145
N -2.133 1.428 -1.275
C -3.339 1.096 -0.448
C -3.676 -0.311 -0.826
N -2.453 -1.130 -0.625
C -2.487 -2.348 -1.458
C -1.163 -3.032 -1.303
N -0.094 -2.011 -1.354
C 1.128 -2.429 -1.370
C 1.534 -3.850 -1.541
C 2.119 -1.386 -1.112
C 3.487 -1.566 -1.073
C 4.304 -0.490 -0.745
C 3.722 0.724 -0.443
C 2.338 0.838 -0.489
N 1.555 -0.192 -0.848
H 1.586 3.459 1.368
H 2.059 4.117 -0.200
H 3.179 3.100 0.706
H -0.151 3.951 -0.229
H -0.943 2.813 0.868
H -1.427 3.211 -2.122
H -2.623 3.461 -0.860
H -2.398 1.277 -2.246
H -4.158 1.782 -0.670
H -3.063 1.191 0.600
H -3.934 -0.355 -1.886
H -4.515 -0.719 -0.263
H -2.443 -1.415 0.370
H -2.659 -2.043 -2.489
H -3.304 -3.004 -1.152
H -1.028 -3.793 -2.068
H -1.082 -3.508 -0.321
H 0.870 -4.392 -2.209
H 1.514 -4.350 -0.567
H 2.541 -3.929 -1.939
H 3.920 -2.531 -1.290
H 5.378 -0.608 -0.722
H 4.327 1.577 -0.173
C -1.816 -0.196 -4.288
Si -0.249 0.248 -3.337
C 1.103 -0.811 -4.088
C 0.208 2.006 -3.822
H -1.774 0.236 -5.293
H -2.768 0.137 -3.861
H -1.884 -1.279 -4.417
H 1.081 -0.615 -5.164
H 0.958 -1.886 -3.969
H 2.107 -0.548 -3.748
H 0.691 1.962 -4.802
H 0.907 2.491 -3.138
H -0.660 2.657 -3.948
C 1.173 0.435 7.691
C 0.716 0.170 6.285
C -0.549 0.576 5.858
C -0.990 0.308 4.576
C -0.149 -0.377 3.704
C 1.118 -0.786 4.097
C 1.536 -0.512 5.389
S -0.719 -0.689 2.093
O -1.972 -1.417 2.155
O -0.921 0.634 1.396
O 0.331 -1.368 1.323
H 0.561 1.195 8.173
H 2.212 0.763 7.712
H 1.107 -0.476 8.289
H -1.200 1.101 6.547
H -1.983 0.607 4.266
H 1.755 -1.327 3.411
H 2.516 -0.842 5.710
*
```

Results
ΔE to the lowest compared entry with this formula, charge and spin = 15.8 kcal/mol
highest occupied orbital energy (alpha / beta) = -13.61 / -13.69 eV
E = -2241.0939 Ha
gap between HOMO and LUMO (alpha / beta) = 6.86 / 6.51 eV

11.
Formula: C2H4F6NaO8S2
Source: OMol25
Level of theory: ωB97M-V/def2-TZVPD

Structure (ORCA input):
```
! RIJCOSX wB97M-V def2-TZVPD def2/J DEFGRID3
* xyz -1 1
Na 0.381 0.428 -0.445
C -3.799 -0.202 -3.405
F -4.395 -0.925 -4.358
F -4.107 1.099 -3.548
F -4.279 -0.603 -2.203
S -1.929 -0.514 -3.413
O -1.581 -0.205 -2.014
O -1.835 -1.915 -3.777
O -1.347 0.405 -4.396
C 1.531 0.216 3.875
F 1.075 1.410 3.516
F 2.785 0.090 3.413
F 1.555 0.151 5.208
S 0.402 -1.154 3.207
O 0.558 -0.981 1.757
O 0.891 -2.406 3.752
O -0.914 -0.764 3.706
O 1.772 2.022 0.779
H 2.111 2.895 0.550
H 2.546 1.513 1.042
O 2.489 -0.311 -1.083
H 3.025 -0.061 -1.845
H 3.064 -0.188 -0.319
*
```

Results
ΔE to the lowest compared entry with this formula, charge and spin = 0.0 kcal/mol
highest occupied orbital energy = -6.66 eV
E = -2238.6111 Ha
gap between HOMO and LUMO = 7.93 eV